No. 1
C5H10O2 | wB97M-V/def2-TZVPD

Its spin multiplicity is 1. The calculation puts the HOMO-LUMO gap at 10.7 eV. Its structure (SMILES) is CCO[C@@H](C)C=O. The value obtained for the energy above the lowest of the compared OMol25 structures with the same formula, charge and spin is 245.6 kJ/mol. For the LUMO energy, the calculation gives 1.01 eV.

Geometry as XYZ:
```
17
Properties=species:S:1:pos:R:3:forces:R:3
C 2.4953 -0.4925 0.0438 -0.17 0.06 -0.07
C 1.0516 -0.9422 0.2984 -0.02 -0.28 0.15
O 0.1089 -0.1808 -0.4554 -0.58 -0.58 -0.09
C -1.2531 0.0677 0.0937 0.85 -0.43 -0.28
C -1.1553 1.5489 0.4435 0.50 -0.07 -0.09
C -2.1628 -0.2587 -1.0838 -0.10 -0.43 0.02
O -2.8877 -1.2226 -1.1413 0.37 0.64 0.12
H 2.6910 0.5211 0.4096 -0.18 -0.12 -0.07
H 3.1862 -1.1652 0.5709 -0.26 0.08 -0.09
H 2.7534 -0.5269 -1.0186 -0.15 0.00 0.10
H 0.9439 -1.9872 -0.0067 0.06 -0.09 0.21
H 0.8482 -0.8687 1.3774 -0.11 0.00 -0.19
H -1.4944 -0.5932 0.9392 0.23 0.09 -0.29
H -1.3148 1.8089 1.4951 -0.10 -0.15 -0.30
H -0.0845 1.5289 0.1796 -0.36 1.76 0.55
H -1.6977 2.2357 -0.2235 0.07 -0.33 0.23
H -2.0763 0.4598 -1.9295 -0.04 -0.15 0.09
```
Positions in Å, forces in eV/Å.



No. 2
C5H10O2 | wB97M-V/def2-TZVPD

Its spin multiplicity is 1. The calculation puts the HOMO-LUMO gap at 9.4 eV. The value obtained for the energy above the lowest of the compared OMol25 structures with the same formula, charge and spin is 353.1 kJ/mol. For the LUMO energy, the calculation gives 0.89 eV.

Geometry as XYZ:
```
17
Properties=species:S:1:pos:R:3:forces:R:3
C 0.0395 -1.0028 -1.3688 0.10 -0.19 -0.58
C 0.6969 -0.0386 -0.4455 0.27 0.07 -1.53
C -0.1961 1.3266 -0.3983 0.53 -1.79 3.86
O -1.5150 1.3593 -0.9308 0.38 -0.38 0.34
C -0.1235 0.7767 1.1417 -1.02 1.19 0.52
C 0.6553 -0.5362 1.0333 -0.22 1.19 -0.76
O -0.1140 -1.6864 1.3720 -0.02 0.30 -0.45
H 0.5073 -1.9887 -1.3183 0.00 0.02 -0.23
H 0.1143 -0.5720 -2.3610 -0.15 -0.35 -0.42
H -1.0206 -1.1004 -1.1057 0.29 -0.01 -0.10
H 1.7137 0.2743 -0.6459 0.28 -0.31 -0.65
H 0.1500 2.3635 -0.3113 0.89 -0.57 -0.91
H -2.0544 1.8279 -0.2680 0.18 -0.30 -0.43
H 0.4123 1.5123 1.7245 -0.47 0.19 0.71
H -1.1547 0.5633 1.3629 -0.44 0.14 1.05
H 1.6268 -0.6056 1.5715 -0.56 0.42 -0.54
H 0.2621 -2.4732 0.9476 -0.05 0.39 0.14
```
Positions in Å, forces in eV/Å.



No. 3
C5H10O2 | wB97M-V/def2-TZVPD

Its spin multiplicity is 1. The calculation puts the HOMO-LUMO gap at 10.7 eV. Its structure (SMILES) is OC[C@H]1CCCO1. The value obtained for the energy above the lowest of the compared OMol25 structures with the same formula, charge and spin is 136.4 kJ/mol. For the LUMO energy, the calculation gives 1.02 eV.

Geometry as XYZ:
```
17
Properties=species:S:1:pos:R:3:forces:R:3
O -1.2775 1.7164 -2.0331 -0.09 -0.20 -0.23
C -1.3293 1.2893 -0.6854 0.02 -0.03 0.37
C -0.0582 0.5385 -0.3284 0.04 0.26 0.04
C 0.3223 0.3424 1.1366 -0.06 0.05 0.03
C 1.2344 -0.8815 1.0214 0.06 -0.02 0.01
C 0.4804 -1.7166 -0.0115 0.12 -0.22 0.13
O -0.1494 -0.7794 -0.8812 -0.01 0.00 -0.11
H -1.0654 0.9351 -2.5617 -0.10 0.14 0.00
H -2.2034 0.6457 -0.5046 0.14 0.07 0.03
H -1.4337 2.1945 -0.0781 0.08 -0.11 -0.06
H 0.7515 1.0823 -0.8395 0.04 -0.11 0.08
H -0.5532 0.1142 1.7585 0.07 0.03 -0.15
H 0.8231 1.2209 1.5536 -0.09 -0.12 -0.07
H 1.4037 -1.4102 1.9636 -0.08 0.07 -0.13
H 2.2090 -0.5796 0.6187 -0.13 -0.04 0.08
H -0.2843 -2.3411 0.4741 0.08 0.11 -0.10
H 1.1300 -2.3709 -0.6029 -0.07 0.11 0.08
```
Positions in Å, forces in eV/Å.